ORCA calculation (wB97M-V/def2-TZVPD) on C18H24CrFN3O10P2S as an isolated structure.

Each line ends with the Löwdin charge.
Geometry (Å):
Cr 0.430 -0.082 0.112  0.767
O -0.113 0.668 1.798  -0.255
N -1.234 1.311 2.138  -0.156
C -1.196 2.652 1.974  -0.028
C -2.271 3.438 2.260  -0.071
C -3.437 2.809 2.723  -0.080
C -3.448 1.455 2.901  -0.100
C -2.315 0.642 2.639  -0.702
S -2.297 -1.021 2.969  0.638
H -0.249 3.017 1.607  0.134
H -2.209 4.506 2.115  0.099
H -4.320 3.394 2.949  0.101
H -4.324 0.942 3.267  0.094
C 4.263 -2.178 1.891  -0.068
C 3.288 -1.222 2.565  -0.583
O 3.675 -1.050 3.922  -0.052
P 1.601 -1.950 2.530  0.512
O 1.888 -3.467 2.997  -0.112
O 0.824 -1.289 3.718  -0.146
O 0.906 -1.943 1.210  -0.290
P 3.231 0.438 1.743  0.357
O 4.774 0.730 1.336  -0.131
O 2.800 1.416 2.755  -0.268
O 2.509 0.209 0.418  -0.369
H 4.246 -3.145 2.391  0.077
H 5.266 -1.760 1.960  0.082
H 3.994 -2.323 0.843  0.084
H 3.260 -0.223 4.213  0.081
H 1.060 -3.887 3.261  0.088
H -0.116 -1.044 3.462  -0.024
H 4.956 0.384 0.457  0.067
C 0.166 -2.861 -3.032  0.006
C -0.093 -1.835 -1.982  -0.268
N 0.878 -1.208 -1.384  -0.134
O 2.175 -1.577 -1.725  -0.017
C -1.387 -1.418 -1.565  -0.258
C -2.683 -1.873 -2.143  -0.025
N -1.328 -0.502 -0.589  -0.185
O -2.365 0.082 -0.180  -0.100
H 0.951 -3.539 -2.700  0.086
H 0.513 -2.377 -3.948  0.092
H -0.739 -3.424 -3.249  0.076
H 2.685 -1.075 -1.063  0.064
H -2.675 -1.852 -3.235  0.076
H -3.462 -1.202 -1.784  0.072
H -2.933 -2.887 -1.817  0.080
F -3.274 2.082 -5.252  0.017
C -2.359 1.962 -4.248  -0.300
C -1.159 1.337 -4.507  -0.027
C -0.231 1.230 -3.477  -0.051
C -0.483 1.735 -2.199  -0.293
C 0.521 1.595 -1.116  -0.154
C -1.718 2.354 -1.989  -0.043
C -2.657 2.474 -3.003  -0.015
H -0.956 0.948 -5.497  0.108
H 0.717 0.738 -3.669  0.112
H 1.530 1.544 -1.529  0.061
H 0.489 2.436 -0.415  0.056
H -1.956 2.727 -1.000  0.105
H -3.611 2.956 -2.832  0.112

Summary:
* energy above the lowest of the compared OMol25 structures with the same formula, charge and spin: 22.3 kJ/mol
* LUMO level (alpha / beta): 0.0940 / 0.0938 Ha
* expectation value of S²: 0.77
* net charge: -1
* gap between HOMO and LUMO (alpha / beta): 7.34 / 7.35 eV
* spin multiplicity: 2
* highest occupied orbital energy (alpha / beta): -4.779 / -4.792 eV

***

ORCA calculation (wB97M-V/def2-TZVPD) on the molecule C5H8.

Each line ends with the Löwdin charge.
Geometry (Å):
C 1.400 -0.410 -1.204  -0.037
C 0.111 -0.337 -1.455  -0.125
C -1.065 0.042 -1.024  -0.112
C -1.051 0.448 0.463  -0.226
C 0.183 -0.090 1.222  -0.119
H 1.945 0.525 -1.185  0.075
H 1.909 -1.289 -0.809  0.072
H -1.960 0.147 -1.637  0.094
H -1.048 1.548 0.503  0.103
H -1.983 0.139 0.949  0.097
H 0.944 0.681 1.369  0.077
H -0.054 -0.537 2.186  0.069
H 0.668 -0.866 0.623  0.032

Summary:
* energy above the lowest of the compared OMol25 structures with the same formula, charge and spin: 216.6 kJ/mol
* LUMO level: 0.0422 Ha
* SMILES: C=C=CCC
* gap between HOMO and LUMO: 10.51 eV
* highest occupied orbital energy: -9.359 eV

***

ORCA calculation (wB97M-V/def2-TZVPD) on C10H30LiN2O4 as an isolated structure in a non-equilibrium geometry.

Each line ends with the Löwdin charge.
Geometry (Å):
Li 2.309 -0.561 -0.313  0.876
C 0.885 -4.795 -2.900  -0.078
C 0.448 -3.605 -3.736  -0.316
O 0.650 -2.446 -2.927  -0.105
H 0.145 -5.533 -3.210  0.078
H 0.768 -4.522 -1.851  0.071
H 1.900 -5.137 -3.105  0.075
H -0.486 -3.671 -4.295  0.117
H 1.163 -3.587 -4.558  0.102
H 0.157 -1.716 -3.308  0.077
O 5.080 -2.340 -0.503  -0.053
H 4.764 -3.111 -0.033  0.036
H 5.389 -2.681 -1.343  0.043
C -1.102 -2.608 4.665  -0.071
C -1.016 -2.225 3.170  -0.442
C -2.175 -1.350 2.713  -0.167
O -2.066 -0.204 3.602  -0.226
C -3.246 0.003 4.396  -0.083
N 0.264 -1.569 3.048  0.023
H -1.065 -1.738 5.320  0.078
H -0.294 -3.312 4.865  0.081
H -2.100 -2.964 4.922  0.078
H -1.073 -3.222 2.734  0.133
H -3.083 -1.951 2.730  0.129
H -1.958 -0.980 1.711  0.116
H -3.371 -0.846 5.069  0.075
H -4.102 0.053 3.723  0.091
H -3.092 0.845 5.071  0.093
H 0.250 -0.685 3.536  0.070
H 0.886 -2.074 3.664  0.059
C 1.769 3.385 -3.621  -0.068
C 1.268 4.006 -2.337  -0.433
C -0.284 4.047 -2.138  -0.175
O -0.532 4.695 -0.863  -0.220
C -1.887 4.962 -0.505  -0.081
N 1.648 3.111 -1.248  0.014
H 1.632 2.310 -3.734  0.074
H 2.857 3.441 -3.662  0.072
H 1.550 3.957 -4.523  0.081
H 1.634 5.005 -2.101  0.146
H -0.749 3.062 -2.185  0.122
H -0.720 4.571 -2.989  0.123
H -2.218 5.997 -0.594  0.090
H -1.925 4.544 0.501  0.090
H -2.582 4.365 -1.097  0.083
H 2.611 3.395 -1.144  0.070
H 1.099 3.676 -0.617  0.051

Summary:
* energy above the lowest of the compared OMol25 structures with the same formula, charge and spin: 94.6 kJ/mol
* LUMO level: -0.1512 Ha
* net charge: +1
* gap between HOMO and LUMO: 7.80 eV
* highest occupied orbital energy: -11.910 eV

***

ORCA calculation (wB97M-V/def2-TZVPD) on a 14-piece molecular cluster, H26O17S overall in a non-equilibrium geometry.

Each line ends with the Löwdin charge.
Geometry (Å):
S 12.815 11.672 16.496  0.341
O 11.728 11.211 15.698  -0.336
O 12.444 11.800 17.895  -0.336
O 13.830 10.650 16.439  -0.335
O 13.276 12.945 16.021  -0.326
O 14.374 12.963 13.886  -0.080
H 13.870 13.076 14.692  -0.082
H 14.777 12.099 13.974  -0.025
O 9.385 9.569 13.284  -0.049
H 9.776 10.392 13.578  -0.001
H 8.900 9.803 12.493  0.022
O 12.443 15.399 16.476  -0.066
H 12.972 14.630 16.266  -0.028
H 12.209 15.769 15.624  0.018
O 10.239 12.598 14.084  -0.065
H 10.194 13.318 14.713  0.033
H 10.838 11.967 14.483  -0.034
O 10.100 12.078 19.082  -0.062
H 10.151 11.262 19.580  0.040
H 10.822 12.023 18.456  -0.027
O 15.570 14.293 16.336  -0.063
H 15.898 14.366 15.440  0.015
H 14.807 13.720 16.267  -0.032
O 11.613 8.508 15.512  -0.055
H 10.684 8.592 15.725  0.014
H 11.862 9.371 15.181  -0.004
O 15.290 10.360 14.226  -0.056
H 15.829 9.570 14.248  0.039
H 14.793 10.335 15.043  -0.013
O 12.207 14.253 19.120  -0.065
H 12.201 13.430 18.631  -0.032
H 11.475 14.173 19.733  0.010
O 14.040 8.323 17.687  -0.059
H 13.599 7.721 17.088  0.033
H 14.113 9.141 17.194  -0.018
O 15.450 11.231 18.563  -0.066
H 14.891 11.199 19.339  0.008
H 14.856 11.058 17.832  -0.042
O 9.373 10.472 16.621  -0.066
H 10.127 10.789 16.124  -0.040
H 9.120 11.212 17.172  0.010
O 13.122 9.941 19.720  -0.078
H 12.666 10.590 19.184  -0.020
H 13.454 9.301 19.090  -0.021

Summary:
* energy above the lowest of the compared OMol25 structures with the same formula, charge and spin: 149.7 kJ/mol
* LUMO level: 0.1843 Ha
* net charge: -2
* gap between HOMO and LUMO: 9.33 eV
* highest occupied orbital energy: -4.314 eV

***

ORCA calculation (wB97M-V/def2-TZVPD) on C43H33AsFeN7O3S2 as an isolated structure in a non-equilibrium geometry.

Each line ends with the Löwdin charge.
Geometry (Å):
Fe -0.253 -1.208 -1.140  0.063
O 3.384 0.786 -1.441  0.049
C 2.192 0.622 -1.658  -0.564
O 1.552 -0.439 -1.318  -0.163
C 1.458 1.773 -2.342  -0.171
C 2.083 3.047 -2.291  0.008
C 1.465 4.106 -2.878  -0.004
C 0.242 3.909 -3.563  -0.158
C -0.453 4.951 -4.219  -0.039
C -1.613 4.691 -4.891  -0.082
C -2.124 3.376 -4.945  -0.071
C -1.476 2.350 -4.316  -0.027
C -0.281 2.596 -3.597  -0.216
N 0.327 1.555 -2.958  0.164
H 3.030 3.128 -1.780  0.115
H 1.898 5.099 -2.843  0.117
H -0.044 5.954 -4.183  0.112
H -2.140 5.491 -5.395  0.102
H -3.032 3.178 -5.500  0.106
H -1.848 1.336 -4.369  0.076
S -1.980 -2.623 -0.669  0.697
C -2.392 -2.444 -2.347  -1.029
S -1.446 -1.201 -3.095  0.699
C -3.320 -3.214 -3.002  -0.375
C -3.582 -3.002 -4.387  -0.252
N -3.780 -2.810 -5.505  0.155
C -4.028 -4.242 -2.314  -0.251
N -4.577 -5.074 -1.737  0.152
C -1.144 6.119 10.286  -0.077
O -0.474 4.883 10.108  -0.072
C -0.515 4.313 8.883  -0.280
C 0.163 3.099 8.750  0.013
C 0.178 2.440 7.543  -0.012
C -0.482 2.972 6.430  -0.158
C -1.151 4.180 6.573  -0.025
C -1.175 4.855 7.785  -0.013
C -0.444 2.239 5.165  -0.254
N 0.205 1.116 4.959  0.192
C -0.034 0.790 3.653  -0.163
C -0.843 1.731 3.052  -0.120
N -1.098 2.655 4.033  0.184
C -1.268 1.656 1.690  -0.058
C -2.095 2.568 1.017  0.020
C -2.420 2.341 -0.298  -0.005
C -1.908 1.214 -0.948  -0.098
N -1.116 0.361 -0.327  0.028
C -0.801 0.550 0.971  -0.106
C 0.036 -0.460 1.587  -0.111
N 0.403 -1.498 0.804  0.031
C 1.181 -2.430 1.306  -0.086
C 1.630 -2.398 2.631  -0.011
C 1.255 -1.359 3.445  0.030
C 0.433 -0.351 2.922  -0.058
H -0.985 6.400 11.323  0.094
H -2.216 6.019 10.098  0.096
H -0.729 6.892 9.634  0.096
H 0.670 2.695 9.616  0.124
H 0.700 1.500 7.436  0.114
H -1.672 4.632 5.737  0.105
H -1.705 5.793 7.858  0.103
H -1.663 3.480 3.949  0.147
H -2.477 3.442 1.529  0.117
H -3.057 3.021 -0.845  0.118
H -2.132 0.989 -1.979  0.056
H 1.468 -3.235 0.644  0.081
H 2.268 -3.193 2.992  0.114
H 1.578 -1.296 4.475  0.124
C 2.865 -3.062 -2.058  -0.247
As 0.932 -3.171 -2.161  1.167
C 0.589 -4.937 -1.425  -0.262
C 0.627 -3.506 -4.077  -0.305
C 1.438 -4.637 -4.627  -0.309
C 0.929 -5.934 -4.639  -0.060
C 1.682 -6.989 -5.131  -0.080
C 2.960 -6.763 -5.622  -0.093
C 3.474 -5.474 -5.626  -0.082
C 2.718 -4.421 -5.133  -0.064
H 3.313 -3.965 -2.469  0.031
H 3.163 -2.928 -1.019  0.028
H 3.201 -2.183 -2.605  0.037
H 1.227 -5.664 -1.925  0.030
H -0.459 -5.189 -1.581  0.026
H 0.785 -4.954 -0.354  0.017
H 0.847 -2.563 -4.577  0.077
H -0.442 -3.687 -4.190  0.059
H -0.075 -6.114 -4.270  0.116
H 1.266 -7.988 -5.138  0.103
H 3.548 -7.585 -6.010  0.100
H 4.465 -5.286 -6.020  0.103
H 3.121 -3.415 -5.148  0.114

Summary:
* energy above the lowest of the compared OMol25 structures with the same formula, charge and spin: 0.0 kJ/mol
* LUMO level (alpha / beta): -0.0344 / -0.0355 Ha
* expectation value of S²: 0.81
* gap between HOMO and LUMO (alpha / beta): 6.81 / 6.76 eV
* spin multiplicity: 2
* highest occupied orbital energy (alpha / beta): -7.751 / -7.726 eV

***

ORCA calculation (wB97M-V/def2-TZVPD) on C10H7Cl3N3O3PtS as an isolated structure in a non-equilibrium geometry.

Each line ends with the Löwdin charge.
Geometry (Å):
Pt 0.461 0.684 0.843  0.918
N -2.179 1.099 4.266  0.034
C -1.526 0.840 3.080  -0.885
S 0.157 1.286 3.038  0.556
N -2.179 0.229 2.152  -0.032
N -1.498 0.020 0.972  -0.188
C -2.028 -0.838 0.172  -0.086
C -1.582 -1.194 -1.144  -0.155
C -2.417 -2.037 -1.901  -0.074
C -2.078 -2.459 -3.162  -0.129
C -0.842 -2.063 -3.694  -0.106
C 0.004 -1.250 -2.984  -0.021
C -0.343 -0.755 -1.699  -0.373
O 0.453 0.069 -1.121  -0.225
H -1.757 1.823 4.822  0.059
H -3.183 1.117 4.209  0.080
H -2.927 -1.330 0.538  0.122
H -3.359 -2.348 -1.462  0.102
H -2.748 -3.089 -3.732  0.085
H -0.548 -2.407 -4.679  0.094
H 0.960 -0.946 -3.390  0.110
Cl 6.218 1.777 0.798  0.570
C 4.555 2.324 0.565  -1.504
Cl 4.320 2.756 -1.143  0.570
Cl 4.276 3.764 1.568  0.565
C 3.510 1.186 0.955  -0.818
O 3.947 0.117 1.316  0.014
O 2.333 1.626 0.818  -0.285

Summary:
* energy above the lowest of the compared OMol25 structures with the same formula, charge and spin: 0.0 kJ/mol
* LUMO level: 0.1030 Ha
* net charge: -1
* gap between HOMO and LUMO: 7.63 eV
* highest occupied orbital energy: -4.826 eV